1.
Formula: C4H9O4
Source: the OMol25 dataset
Level of theory: wB97M-V/def2-TZVPD

Structure (XYZ):
```
17
Properties=species:S:1:pos:R:3:forces:R:3
O 0.587302 1.261161 1.674033 0.50 -0.65 0.98
C -0.044871 0.169129 1.657137 -1.48 -0.19 -1.91
O -0.180173 -0.732676 2.474972 0.44 0.04 1.22
C -0.729242 -0.162342 0.248826 2.39 2.10 0.50
C 0.261373 -1.134835 -0.366412 0.57 -0.60 -0.46
C -0.281874 -1.730455 -1.713522 0.21 1.29 -0.10
O 1.547803 -0.570187 -0.670094 -0.27 0.09 -0.69
H -1.642571 -0.674236 0.348020 -1.31 -0.40 0.32
H -0.801868 0.834397 -0.268903 -0.16 -1.15 -0.11
H 0.563950 -1.791786 0.500034 -1.20 -0.53 -1.28
H -0.132804 -0.896826 -2.529498 -1.48 -0.78 1.76
H -1.335123 -2.193058 -1.544687 1.92 0.80 -0.89
H 0.471803 -2.331266 -2.215668 -0.15 -1.31 0.65
H 1.553688 0.283364 -0.248931 0.25 0.77 0.42
H -0.574125 3.565551 1.123558 0.79 0.44 -0.97
H 0.510255 2.614957 0.986256 0.08 0.45 -0.86
O 0.226478 3.489107 0.544881 -1.08 -0.38 1.43
```
Forces are in eV/Å.

HOMO-LUMO gap = 8.574 eV
Relative energy (zero: lowest compared OMol25 entry of this formula, charge and spin) = 29.1 kcal per mole
LUMO = 3.858 eV
Total charge = -1

Just the natural (NBO) charges please, in e? Sure, here they are:
1 O -0.821
2 C 0.799
3 O -0.736
4 C -0.568
5 C 0.081
6 C -0.651
7 O -0.759
8 H 0.203
9 H 0.208
10 H 0.199
11 H 0.213
12 H 0.206
13 H 0.209
14 H 0.485
15 H 0.442
16 H 0.504
17 O -1.013

2.
Formula: C4H9OP
Source: the OMol25 dataset
Level of theory: wB97M-V/def2-TZVPD

Structure (XYZ):
```
15
Properties=species:S:1:pos:R:3:forces:R:3
C -2.510288 0.346403 -0.687893 -2.87 -2.35 -1.51
C -1.759097 0.532795 0.323345 3.19 -0.89 0.72
C 2.007144 1.153441 0.757872 -2.24 -0.28 3.04
C 0.532180 -0.645961 0.208706 -2.17 0.60 -0.75
O 1.358086 0.310641 -0.168053 0.82 0.47 -0.32
P 0.038180 -1.929581 -0.913986 -3.02 1.18 -0.75
H -3.599585 0.675205 -0.705476 1.41 0.04 -0.25
H -2.305701 -0.595913 -1.289691 -0.18 1.49 0.03
H -1.812865 1.106213 1.200360 -0.08 0.87 0.86
H 2.141798 0.666070 1.758475 0.87 -0.48 -1.07
H 1.380879 1.969391 1.217173 0.06 -0.10 -1.56
H 2.868394 1.496046 0.271937 1.26 0.58 -0.24
H 0.360172 -0.953543 1.203180 0.46 0.21 1.44
H 1.027732 -2.791552 -0.991478 2.42 -1.45 0.06
H 0.272972 -1.339656 -2.184469 0.07 0.09 0.31
```
Forces are in eV/Å.

HOMO-LUMO gap (alpha / beta) = 8.515 / 7.950 eV
Relative energy (zero: lowest compared OMol25 entry of this formula, charge and spin) = 133.7 kcal per mole
LUMO (alpha / beta) = 0.604 / 0.537 eV

Just the natural (NBO) charges please, in e? Sure, here they are:
1 C -0.529
2 C -0.168
3 C -0.255
4 C -0.127
5 O -0.503
6 P 0.295
7 H 0.205
8 H 0.210
9 H 0.169
10 H 0.177
11 H 0.183
12 H 0.204
13 H 0.188
14 H -0.039
15 H -0.010

3.
Formula: C4H9OP
Source: the OMol25 dataset
Level of theory: wB97M-V/def2-TZVPD

Structure (XYZ):
```
15
Properties=species:S:1:pos:R:3:forces:R:3
C 1.604455 0.899853 2.540915 -0.08 0.29 2.50
C 0.354979 0.794132 2.236692 0.15 -0.44 -1.42
C 0.850876 -0.555319 -1.505983 0.79 2.57 4.01
C -1.896436 -0.764477 -1.032147 -1.43 2.53 5.04
O -0.715456 1.712869 -1.681821 -0.17 0.81 -0.26
P -0.508696 0.528378 -0.826936 -0.20 -2.34 0.33
H 1.940628 0.941661 3.669431 -0.33 -0.17 -2.34
H 2.253893 1.022932 1.712969 1.23 0.25 -0.23
H -0.582979 0.507760 2.583904 -1.25 -0.02 0.77
H 1.168836 -1.255895 -0.745989 0.17 -0.07 0.44
H 0.436220 -1.114859 -2.226414 -1.08 -1.55 -3.33
H 1.648790 0.153755 -1.684747 0.28 -0.31 -0.78
H -2.917771 -0.333678 -0.726071 1.47 -0.26 -0.89
H -1.831304 -0.961719 -2.020299 -0.11 -1.19 -3.10
H -1.806035 -1.575394 -0.293505 0.55 -0.09 -0.75
```
Forces are in eV/Å.

HOMO-LUMO gap (alpha / beta) = 7.847 / 8.396 eV
Relative energy (zero: lowest compared OMol25 entry of this formula, charge and spin) = 87.3 kcal per mole
LUMO (alpha / beta) = -0.838 / 0.065 eV

Just the natural (NBO) charges please, in e? Sure, here they are:
1 C -0.523
2 C -0.118
3 C -0.962
4 C -0.958
5 O -1.013
6 P 1.550
7 H 0.222
8 H 0.224
9 H 0.179
10 H 0.232
11 H 0.223
12 H 0.245
13 H 0.242
14 H 0.221
15 H 0.236

4.
Formula: C4H9OP
Source: the OMol25 dataset
Level of theory: wB97M-V/def2-TZVPD

Structure (XYZ):
```
15
Properties=species:S:1:pos:R:3:forces:R:3
C 0.594124 0.069883 0.039921 -1.47 1.07 0.25
C -0.055820 1.374031 -0.431451 -1.13 -4.48 -0.40
C -1.604647 -1.230505 -0.247835 2.21 2.50 -2.18
C -0.185532 -0.987377 0.253192 1.35 -0.19 -0.88
O 3.149214 -0.533359 -0.749706 1.01 -0.98 -1.15
P 2.374332 0.007770 0.355775 -1.43 0.45 -0.62
H 0.533054 1.852309 -1.061593 2.89 2.39 -2.99
H -0.190063 1.945110 0.379029 -0.82 2.37 3.03
H -0.989683 1.202636 -0.968837 -0.02 -0.13 0.30
H -2.273864 -0.425521 0.087116 -0.02 -0.53 -0.46
H -1.584193 -1.437964 -1.395170 -0.07 1.13 1.76
H -1.837803 -2.145021 0.076124 -1.66 -3.35 1.79
H 0.472608 -1.759593 0.630296 -0.94 -1.14 0.23
H 2.638910 -0.502231 1.596552 -0.17 -0.67 0.89
H 2.630589 1.312739 0.578542 0.26 1.56 0.44
```
Forces are in eV/Å.

HOMO-LUMO gap = 10.653 eV
Relative energy (zero: lowest compared OMol25 entry of this formula, charge and spin) = 24.2 kcal per mole
LUMO = 0.802 eV
SMILES string = C/C=C(\C)[PH2]=O

Just the natural (NBO) charges please, in e? Sure, here they are:
1 C -0.366
2 C -0.625
3 C -0.656
4 C -0.122
5 O -1.078
6 P 1.570
7 H 0.212
8 H 0.213
9 H 0.215
10 H 0.228
11 H 0.232
12 H 0.218
13 H 0.192
14 H -0.102
15 H -0.131

5.
Formula: C4H9P
Source: the OMol25 dataset
Level of theory: wB97M-V/def2-TZVPD

Structure (XYZ):
```
14
Properties=species:S:1:pos:R:3:forces:R:3
C -2.404813 -1.660380 -0.174575 -0.27 0.79 1.01
C -1.364820 -1.054239 0.716893 -1.96 0.26 -0.41
C 3.012286 -0.001023 -0.001603 0.75 0.97 -1.85
C 1.870548 -0.475776 0.480614 0.26 -0.07 0.08
P -2.461657 0.120982 0.346430 0.88 -0.16 0.45
H -2.165428 -1.816269 -1.159105 0.85 -0.37 -2.41
H -3.231466 -2.292809 0.068052 -0.20 -0.50 1.01
H -0.538412 -1.434654 1.256064 0.54 -0.07 0.38
H 3.198197 -0.139021 -1.174870 -0.12 0.26 2.89
H 3.730326 0.672556 0.560800 -0.95 -1.08 -0.72
H -0.908262 4.593134 -1.302460 -0.34 0.19 0.24
H 1.465916 -0.374737 1.495934 0.56 0.14 -0.37
H 1.267703 -1.044423 -0.203741 -0.34 -0.17 -0.07
H -1.470124 4.906662 -0.908428 0.34 -0.19 -0.24
```
Forces are in eV/Å.

HOMO-LUMO gap = 9.323 eV
Relative energy (zero: lowest compared OMol25 entry of this formula, charge and spin) = 77.9 kcal per mole
LUMO = 0.174 eV
SMILES string = C1=PC1.[H][H].C=C

Just the natural (NBO) charges please, in e? Sure, here they are:
1 C -0.656
2 C -0.557
3 C -0.389
4 C -0.402
5 P 0.604
6 H 0.185
7 H 0.199
8 H 0.224
9 H 0.200
10 H 0.204
11 H 0.001
12 H 0.197
13 H 0.192
14 H 0.000

6.
Formula: C4H9P
Source: the OMol25 dataset
Level of theory: wB97M-V/def2-TZVPD

Structure (XYZ):
```
14
Properties=species:S:1:pos:R:3:forces:R:3
C -0.640662 0.295365 -0.363565 -1.44 2.13 0.74
C 0.495169 -0.510653 0.177498 3.86 2.12 -2.28
C -1.811632 0.619072 0.647875 1.40 1.17 -0.22
C 2.295332 0.012008 -0.554398 -4.88 -2.42 -0.26
P -0.675857 -1.388844 -0.987479 0.55 -1.41 1.49
H -0.497532 1.113029 -1.147954 0.16 -1.27 1.16
H 0.600327 -0.633274 1.258617 -0.25 -0.32 -0.49
H -1.788126 -0.178158 1.392640 -0.73 -0.21 -0.31
H -2.767383 0.800048 0.103824 0.58 -0.50 0.67
H -1.585331 1.518297 1.283671 -0.13 -0.40 -0.87
H 2.997114 -0.573443 -0.047698 0.97 -0.85 0.76
H 2.412966 1.029689 -0.422937 0.11 2.03 0.46
H 2.227791 -0.248364 -1.620650 0.03 0.04 0.46
H -1.262176 -1.854777 0.280553 -0.24 -0.10 -1.30
```
Forces are in eV/Å.

HOMO-LUMO gap = 10.262 eV
Relative energy (zero: lowest compared OMol25 entry of this formula, charge and spin) = 39.6 kcal per mole
LUMO = 1.231 eV

Just the natural (NBO) charges please, in e? Sure, here they are:
1 C -0.525
2 C -0.423
3 C -0.604
4 C -0.549
5 P 0.464
6 H 0.242
7 H 0.221
8 H 0.208
9 H 0.218
10 H 0.205
11 H 0.196
12 H 0.189
13 H 0.197
14 H -0.039

7.
Formula: C4H9S
Source: the OMol25 dataset
Level of theory: wB97M-V/def2-TZVPD

Structure (XYZ):
```
14
Properties=species:S:1:pos:R:3:forces:R:3
S -1.170582 -1.484452 1.511272 -0.01 -0.04 0.02
H -1.670091 -2.275219 2.467953 -0.09 -0.10 0.08
C 2.310585 1.010869 -0.329831 -0.22 -0.22 0.30
C 0.904171 0.447635 -0.125093 -0.46 0.44 -0.40
C -0.093456 1.129240 -1.030100 -0.17 -0.31 0.06
C -0.981836 0.458251 -1.755185 0.04 0.28 -0.14
H 2.316631 2.073285 -0.073185 0.12 0.03 -0.09
H 3.004323 0.498880 0.340006 0.11 0.05 -0.08
H 2.650177 0.887695 -1.359811 0.03 0.04 0.00
H 0.600634 0.535817 0.919103 0.02 0.00 0.01
H 0.826945 -0.609369 -0.373378 0.29 -0.10 0.25
H -0.122248 2.217093 -1.092798 0.41 0.00 -0.08
H -1.562424 0.979302 -2.510488 -0.32 -0.04 0.26
H -1.164258 -0.599595 -1.600453 0.23 -0.05 -0.17
```
Forces are in eV/Å.

HOMO-LUMO gap = 6.370 eV
Relative energy (zero: lowest compared OMol25 entry of this formula, charge and spin) = 7.6 kcal per mole
LUMO = 3.870 eV
Total charge = -1

Just the natural (NBO) charges please, in e? Sure, here they are:
1 S -1.079
2 H 0.088
3 C -0.596
4 C -0.460
5 C -0.159
6 C -0.411
7 H 0.186
8 H 0.203
9 H 0.190
10 H 0.251
11 H 0.229
12 H 0.170
13 H 0.172
14 H 0.218

8.
Formula: C4HBrClI
Source: the OMol25 dataset
Level of theory: wB97M-V/def2-TZVPD

Structure (XYZ):
```
8
Properties=species:S:1:pos:R:3:forces:R:3
C 1.279686 0.033540 -0.033221 -1.15 1.70 -0.42
C 0.368105 -0.932329 0.004772 2.02 -0.53 0.02
C -0.235468 1.073668 0.004598 2.22 -1.34 0.04
C -0.833547 -0.116537 0.021666 -2.30 1.84 0.11
Cl 0.471302 -2.627070 0.043647 0.00 -0.16 -0.10
Br -0.544856 2.906208 0.141475 -0.07 -0.96 -0.13
I -2.841234 -0.621286 0.072840 0.27 -0.03 0.05
H 2.336010 0.283808 -0.255778 -0.99 -0.52 0.43
```
Forces are in eV/Å.

HOMO-LUMO gap = 8.120 eV
Relative energy (zero: lowest compared OMol25 entry of this formula, charge and spin) = 19.9 kcal per mole
LUMO = -0.191 eV
SMILES string = ClC1=CC(Br)=C1I

Just the natural (NBO) charges please, in e? Sure, here they are:
1 C -0.174
2 C -0.109
3 C -0.092
4 C -0.287
5 Cl 0.066
6 Br 0.163
7 I 0.189
8 H 0.244

Question: The highest relative energy (zero: lowest compared OMol25 entry of this formula, charge and spin) belongs to which entry?
Answer: number 2